Arrangement one

{"formula": "C4H3O3", "method": "ωB97M-V/def2-TZVPD", "homo_lumo_gap_ev": 8.1, "total_charge": -1, "species": ["C", "C", "C", "C", "O", "O", "O", "H", "H", "H"], "coordinates": [[-0.32, 0.68, -0.98], [-0.23, -0.69, -0.82], [-0.33, 1.13, 0.31], [-0.05, -0.39, 0.67], [-0.35, -1.73, -1.40], [-0.60, 2.09, 1.06], [1.26, -0.66, 1.29], [-0.48, 1.29, -1.93], [-0.81, -0.89, 1.27], [1.92, -0.83, 0.55]], "nbo_charge": [-0.53, 0.47, 0.48, -0.07, -0.67, -0.69, -0.75, 0.15, 0.14, 0.46]}

---

Arrangement two

{"formula": "C4H3O3", "method": "ωB97M-V/def2-TZVPD", "homo_lumo_gap_ev": 7.3, "total_charge": -1, "species": ["C", "C", "C", "C", "O", "O", "O", "H", "H", "H"], "coordinates": [[-2.10, 0.45, -0.01], [1.08, -0.59, -0.05], [2.12, 0.11, 0.09], [-1.02, 0.98, 0.37], [-2.94, -0.37, -0.33], [2.95, 1.01, 0.33], [0.81, -1.94, -0.52], [-0.06, 0.13, 0.35], [-0.65, 2.03, 0.31], [-0.18, -1.82, -0.53]], "nbo_charge": [0.58, -0.26, 0.47, -0.82, -0.63, -0.65, -0.70, 0.29, 0.24, 0.48]}

---

Relative calculated energies, zero for the most stable structure, unit eV: arrangement one 0.000; arrangement two 2.907.

---

Arrangement one

{"formula": "C4H14N2O", "method": "ωB97M-V/def2-TZVPD", "homo_lumo_gap_ev": 11.7, "total_charge": 2, "species": ["C", "C", "C", "C", "N", "N", "H", "H", "H", "H", "H", "H", "H", "H", "H", "H", "H", "H", "H", "H", "O"], "coordinates": [[0.63, 0.43, 1.21], [0.10, -0.56, 0.18], [-1.39, -0.22, -0.08], [-2.30, -0.37, 0.83], [-1.76, 0.34, -1.36], [1.86, -0.21, 2.02], [1.04, 1.40, 0.75], [-0.14, 0.79, 1.79], [0.52, -0.50, -0.84], [0.21, -1.51, 0.57], [-3.20, 0.19, 0.59], [-2.28, -0.85, 1.86], [-2.76, 0.33, -1.64], [-1.26, -0.13, -2.10], [-1.37, 1.42, -1.57], [2.43, 0.45, 2.53], [1.50, -0.83, 2.71], [2.47, -0.76, 1.36], [2.24, 0.91, -2.88], [1.80, -0.57, -3.25], [1.63, 0.25, -2.69]], "nbo_charge": [-0.20, -0.49, 0.10, -0.31, -0.71, -0.68, 0.25, 0.24, 0.27, 0.25, 0.23, 0.27, 0.48, 0.46, 0.47, 0.46, 0.44, 0.46, 0.50, 0.51, -0.99]}

---

Arrangement two

{"formula": "C4H14N2O", "method": "ωB97M-V/def2-TZVPD", "homo_lumo_gap_ev": 10.2, "total_charge": 2, "species": ["C", "C", "C", "C", "N", "N", "H", "H", "H", "H", "H", "H", "H", "H", "H", "H", "H", "H", "H", "H", "O"], "coordinates": [[-0.72, -1.82, -0.18], [0.45, -1.29, 0.61], [0.96, 0.12, 0.21], [1.20, 2.38, 0.96], [0.81, 1.20, 1.19], [-0.41, -2.02, -1.71], [-1.11, -2.78, 0.26], [-1.54, -1.09, -0.10], [0.34, -1.23, 1.72], [1.39, -1.90, 0.59], [2.06, -0.02, 0.09], [0.66, 0.39, -0.81], [1.78, 2.58, 0.03], [1.11, 3.18, 1.70], [0.37, 0.93, 2.09], [-1.27, -2.18, -2.22], [0.29, -2.79, -2.00], [0.04, -1.17, -2.03], [-2.81, 2.35, 0.30], [-1.72, 2.80, -0.77], [-1.87, 2.35, 0.07]], "nbo_charge": [-0.22, -0.47, -0.26, 0.17, -0.39, -0.69, 0.28, 0.25, 0.27, 0.27, 0.25, 0.22, 0.24, 0.27, 0.46, 0.46, 0.47, 0.43, 0.51, 0.49, -0.99]}

---

Relative calculated energies, zero for the most stable structure, unit eV: arrangement one 0.553; arrangement two 0.000.

---

Arrangement one

{"formula": "C3H9NS2", "method": "ωB97M-V/def2-TZVPD", "homo_lumo_gap_ev": [3.4, 7.1], "total_charge": -1, "multiplicity": 2, "s_squared": 0.75, "species": ["C", "S", "S", "H", "H", "H", "H", "C", "C", "N", "H", "H", "H", "H", "H"], "coordinates": [[-1.45, -1.79, 0.64], [0.28, -2.39, 0.68], [0.52, -3.10, -1.31], [-2.11, -2.51, 0.18], [-1.42, -0.77, 0.31], [-1.80, -1.90, 1.68], [1.79, -2.67, -1.45], [0.85, 2.86, 0.55], [0.54, 2.04, -0.48], [0.40, 0.68, -0.50], [1.41, 2.62, 1.45], [0.91, 3.91, 0.33], [0.01, 2.54, -1.30], [0.34, 0.15, 0.38], [-0.27, 0.34, -1.17]], "nbo_charge": [-0.76, -0.29, -0.65, 0.20, 0.19, 0.22, 0.12, -0.58, 0.04, -0.81, 0.19, 0.18, 0.17, 0.40, 0.38]}

---

Arrangement two

{"formula": "C3H9NS2", "method": "ωB97M-V/def2-TZVPD", "homo_lumo_gap_ev": [2.8, 8.2], "total_charge": -1, "multiplicity": 2, "s_squared": 0.75, "species": ["N", "C", "C", "C", "S", "S", "H", "H", "H", "H", "H", "H", "H", "H", "H"], "coordinates": [[1.17, 0.31, 1.00], [-0.10, 0.08, 0.25], [-1.15, -0.63, 1.11], [0.25, -0.70, -1.00], [1.05, 0.13, -2.36], [0.01, 1.82, -2.60], [1.00, 0.77, 1.89], [1.68, -0.55, 1.17], [-0.38, 1.13, 0.06], [-1.78, 0.12, 1.57], [-1.76, -1.36, 0.59], [-0.62, -1.14, 1.93], [0.87, -1.53, -0.67], [-0.64, -1.25, -1.32], [0.40, 2.79, -1.64]], "nbo_charge": [-0.84, -0.12, -0.63, -0.57, -0.09, -0.66, 0.35, 0.34, 0.22, 0.21, 0.20, 0.19, 0.21, 0.20, 0.00]}

---

Relative calculated energies, zero for the most stable structure, unit eV: arrangement one 0.579; arrangement two 0.000.